Entry a
Below is a molecular structure, C29H44IrN7O2Si2Te, with properties calculated with ωB97M-V/def2-TZVPD.

The geometry in ORCA input format:
```
! wB97M-V def2-TZVPD RIJCOSX def2/J DEFGRID3
* xyz 1 2
Ir 1.168 0.631 0.071
N 1.556 0.462 2.460
N 2.868 0.722 2.881
C 3.806 1.111 1.984
N 5.059 1.308 2.382
N 3.374 1.247 0.750
N 4.096 1.747 -0.269
O 3.540 1.678 -1.342
O 5.202 2.213 -0.069
H 0.898 1.076 2.940
H 1.295 -0.510 2.631
H 3.156 0.423 3.804
H 5.330 1.249 3.349
H 5.693 1.704 1.690
C 0.579 -1.711 -5.056
C 1.283 -0.523 -5.194
C 1.374 0.370 -4.149
C 0.732 0.093 -2.931
C 0.009 -1.101 -2.806
C -0.054 -1.993 -3.855
N 0.769 1.016 -1.914
N 0.856 2.273 -2.262
C 0.941 3.150 -1.267
C 0.952 4.539 -1.524
C 0.993 5.425 -0.478
C 1.045 4.963 0.838
C 1.062 3.599 1.112
C 1.001 2.669 0.090
H 0.491 -2.395 -5.886
H 1.756 -0.287 -6.134
H 1.930 1.290 -4.236
H -0.555 -1.298 -1.903
H -0.624 -2.905 -3.752
H 0.914 4.875 -2.547
H 0.988 6.488 -0.670
H 1.078 5.669 1.652
H 1.135 3.283 2.145
C 0.878 -3.714 2.849
Si 0.102 -2.622 1.494
C -1.046 -1.390 2.432
C -0.993 -3.721 0.370
C 1.375 -1.680 0.447
Si 2.970 -2.521 -0.124
C 3.799 -3.567 1.234
C 2.424 -3.645 -1.577
C 4.343 -1.398 -0.818
H 0.138 -3.969 3.601
H 1.709 -3.246 3.364
H 1.244 -4.647 2.438
H -2.046 -1.803 2.513
H -1.140 -0.424 1.938
H -0.717 -1.210 3.451
H -1.867 -4.070 0.911
H -0.452 -4.599 0.034
H -1.345 -3.203 -0.516
H 0.891 -1.187 -0.423
H 3.284 -4.504 1.414
H 3.891 -3.050 2.184
H 4.803 -3.816 0.906
H 1.541 -4.224 -1.339
H 3.220 -4.339 -1.827
H 2.203 -3.060 -2.465
H 4.878 -0.856 -0.044
H 3.980 -0.688 -1.552
H 5.068 -2.034 -1.318
C -8.080 1.016 0.744
C -6.598 1.149 0.604
C -5.975 2.394 0.608
C -4.612 2.529 0.418
C -3.990 3.891 0.430
C -3.830 1.380 0.209
Te -1.790 1.658 -0.354
C -4.436 0.116 0.243
C -3.655 -1.131 -0.009
C -5.803 0.019 0.441
H -8.554 1.981 0.907
H -8.324 0.356 1.576
H -8.494 0.575 -0.164
H -6.574 3.282 0.754
H -4.729 4.659 0.644
H -3.537 4.109 -0.539
H -3.206 3.941 1.187
H -2.593 -0.953 0.152
H -3.794 -1.449 -1.042
H -3.991 -1.932 0.645
H -6.269 -0.958 0.442
*
```

Properties
* gap between HOMO and LUMO (alpha / beta): 5.1595 / 4.5932 eV
* lowest unoccupied orbital energy (alpha / beta): -4.39 / -4.86 eV
* <S²>: 0.81
* HOMO level (alpha / beta): -0.35107 / -0.34723 Eh


Entry b
Below is a molecular structure, C29H44IrN7O2Si2Te, with properties calculated with ωB97M-V/def2-TZVPD.

The geometry in ORCA input format:
```
! wB97M-V def2-TZVPD RIJCOSX def2/J DEFGRID3
* xyz 1 2
Ir 0.061 0.454 0.056
N -1.180 -1.709 -0.253
N -1.225 -2.518 -1.402
C -0.512 -2.220 -2.504
N -0.335 -3.191 -3.388
N -0.092 -0.948 -2.611
N 0.679 -0.625 -3.625
O 0.977 0.624 -3.694
O 1.147 -1.358 -4.464
H -0.681 -2.190 0.490
H -2.131 -1.493 0.025
H -1.511 -3.480 -1.281
H -0.681 -4.119 -3.206
H 0.186 -3.011 -4.232
C -4.885 2.577 -1.797
C -4.610 3.184 -0.579
C -3.616 2.687 0.250
C -2.886 1.572 -0.159
C -3.152 0.965 -1.385
C -4.158 1.465 -2.197
N -1.853 1.043 0.658
N -2.084 1.136 1.899
C -1.054 0.659 2.672
C -1.211 0.630 4.063
C -0.191 0.125 4.837
C 0.968 -0.345 4.213
C 1.119 -0.307 2.837
C 0.120 0.215 2.007
H -5.666 2.972 -2.433
H -5.178 4.052 -0.270
H -3.397 3.147 1.202
H -2.568 0.106 -1.692
H -4.374 0.991 -3.146
H -2.132 0.999 4.495
H -0.280 0.088 5.914
H 1.771 -0.744 4.821
H 2.045 -0.668 2.409
C 4.447 -1.406 1.140
Si 3.052 -1.226 -0.120
C 1.906 -2.710 0.212
C 3.846 -1.562 -1.803
C 2.155 0.416 -0.228
Si 2.855 1.989 0.579
C 3.977 1.731 2.073
C 3.873 2.909 -0.717
C 1.536 3.230 1.147
H 4.757 -2.454 1.159
H 4.193 -1.118 2.160
H 5.317 -0.816 0.845
H 2.495 -3.627 0.282
H 1.191 -2.846 -0.601
H 1.361 -2.591 1.153
H 4.398 -2.505 -1.802
H 4.550 -0.767 -2.060
H 3.115 -1.613 -2.616
H 2.354 0.646 -1.292
H 4.916 1.242 1.817
H 3.502 1.157 2.869
H 4.218 2.714 2.487
H 4.641 2.275 -1.168
H 4.370 3.773 -0.271
H 3.235 3.285 -1.518
H 0.991 2.884 2.028
H 0.800 3.453 0.368
H 2.036 4.168 1.405
C 2.204 7.706 -3.675
C 1.718 6.308 -3.425
C 2.438 5.208 -3.870
C 2.020 3.895 -3.668
C 2.872 2.772 -4.180
C 0.814 3.720 -2.989
Te -0.235 1.941 -2.550
C 0.069 4.800 -2.506
C -1.216 4.577 -1.759
C 0.533 6.085 -2.732
H 3.213 7.707 -4.083
H 2.208 8.289 -2.753
H 1.552 8.219 -4.384
H 3.376 5.371 -4.388
H 3.868 3.139 -4.424
H 2.445 2.332 -5.083
H 2.988 1.979 -3.442
H -1.243 3.634 -1.179
H -2.091 4.590 -2.412
H -1.355 5.333 -0.985
H -0.034 6.926 -2.347
*
```

Properties
* gap between HOMO and LUMO (alpha / beta): 5.8965 / 5.6929 eV
* lowest unoccupied orbital energy (alpha / beta): -4.21 / -4.22 eV
* <S²>: 0.76
* HOMO level (alpha / beta): -0.37157 / -0.36426 Eh


Verdict on stability: entry b comes out on top.


Entry a
Below is 2 unconnected molecules or ions with the total composition C3H11NO2, with properties calculated with ωB97M-V/def2-TZVPD.

The geometry in ORCA input format:
```
! wB97M-V def2-TZVPD RIJCOSX def2/J DEFGRID3
* xyz 1 2
C -0.619 -0.409 -1.064
N -0.225 0.376 0.163
C 0.098 -0.511 1.305
O -1.005 -1.158 1.814
C -1.294 0.540 -2.070
H -1.123 -1.363 -0.899
H 0.361 -0.745 -1.379
H -0.899 1.095 0.428
H 0.738 -0.052 2.038
H 0.781 -1.280 0.885
H -1.815 -0.651 1.959
H -0.818 1.512 -2.011
H -2.318 0.422 -1.651
H -1.306 0.283 -3.134
H 2.923 0.516 0.674
H 1.838 0.797 -0.378
O 2.760 0.987 -0.154
*
```

Properties
* gap between HOMO and LUMO (alpha / beta): 12.0806 / 6.3424 eV
* lowest unoccupied orbital energy (alpha / beta): -3.56 / -9.21 eV
* <S²>: 0.76
* HOMO level (alpha / beta): -0.57470 / -0.57167 Eh


Entry b
Below is 2 unconnected molecules or ions with the total composition C3H11NO2, with properties calculated with ωB97M-V/def2-TZVPD.

The geometry in ORCA input format:
```
! wB97M-V def2-TZVPD RIJCOSX def2/J DEFGRID3
* xyz 1 2
C 0.624 0.027 1.259
C 0.851 -0.519 -0.128
C -0.054 -1.797 -0.346
O -0.635 -1.725 -1.656
N 1.297 1.239 1.426
H -0.472 0.161 1.253
H 0.908 -0.717 2.036
H 0.518 0.163 -0.947
H 1.928 -0.561 -0.364
H 0.637 -2.635 -0.317
H -0.738 -1.844 0.579
H -0.042 -2.361 -2.080
H 1.112 1.729 2.314
H 2.333 1.098 1.476
H -2.406 1.958 -1.811
H -2.871 3.346 -1.500
O -2.989 2.437 -1.194
*
```

Properties
* gap between HOMO and LUMO (alpha / beta): 10.4131 / 4.7443 eV
* lowest unoccupied orbital energy (alpha / beta): -3.72 / -9.39 eV
* <S²>: 0.75
* HOMO level (alpha / beta): -0.51949 / -0.51947 Eh


Verdict on stability: entry a comes out on top.


Entry a
Below is 2 unconnected molecules or ions with the total composition C2H2Cl2O2, with properties calculated with ωB97M-V/def2-TZVPD.

The geometry in ORCA input format:
```
! wB97M-V def2-TZVPD RIJCOSX def2/J DEFGRID3
* xyz 0 1
Cl 0.825 -0.148 -1.749
C 1.179 0.988 -0.344
Cl -0.231 1.738 0.259
H 1.790 1.734 -0.709
H 1.576 0.421 0.394
O -1.299 -1.983 1.709
C -1.655 -1.598 0.682
O -2.186 -1.152 -0.242
*
```

Properties
* gap between HOMO and LUMO: 11.8057 eV
* lowest unoccupied orbital energy: 0.55 eV
* HOMO level: -0.41357 Eh
* SMILES: ClCCl.O=C=O


Entry b
Below is 2 unconnected molecules or ions with the total composition C2H2Cl2O2, with properties calculated with ωB97M-V/def2-TZVPD.

The geometry in ORCA input format:
```
! wB97M-V def2-TZVPD RIJCOSX def2/J DEFGRID3
* xyz 0 1
C 1.424 0.727 -0.469
C -1.101 -0.193 0.316
O 1.307 1.422 -1.403
O -0.118 0.551 0.773
Cl 2.447 -0.121 0.454
Cl -0.431 -1.832 -0.266
H -1.789 -0.764 1.090
H -1.739 0.211 -0.494
*
```

Properties
* gap between HOMO and LUMO (alpha / beta): 9.3351 / 9.3345 eV
* lowest unoccupied orbital energy (alpha / beta): -0.53 / -0.53 eV
* HOMO level (alpha / beta): -0.36246 / -0.36245 Eh


Verdict on stability: entry a comes out on top.


Entry a
Below is 2 unconnected molecules or ions with the total composition CH6OS2, with properties calculated with ωB97M-V/def2-TZVPD.

The geometry in ORCA input format:
```
! wB97M-V def2-TZVPD RIJCOSX def2/J DEFGRID3
* xyz 0 1
C 0.180 0.373 -2.074
S 0.982 0.647 -0.456
S -0.456 1.120 0.970
H -0.250 -0.649 -1.958
H 0.826 0.238 -2.906
H -0.597 0.988 -2.384
H 0.226 1.214 2.078
O -1.013 -3.290 1.039
H -0.628 -3.646 0.206
H -0.981 -2.348 0.862
*
```

Properties
* gap between HOMO and LUMO: 8.6765 eV
* lowest unoccupied orbital energy: 0.36 eV
* HOMO level: -0.30547 Eh
* SMILES: CSS.O


Entry b
Below is 2 unconnected molecules or ions with the total composition CH6OS2, with properties calculated with ωB97M-V/def2-TZVPD.

The geometry in ORCA input format:
```
! wB97M-V def2-TZVPD RIJCOSX def2/J DEFGRID3
* xyz 0 1
C 0.000 0.000 0.000
S -0.547 -1.532 0.711
S -0.552 -2.572 -1.093
H -0.364 0.838 0.618
H -0.453 0.080 -1.003
H 1.095 0.086 -0.101
H -1.577 -1.945 -1.710
O -4.629 -4.048 0.249
H -5.288 -4.500 0.823
H -5.156 -3.401 -0.272
*
```

Properties
* gap between HOMO and LUMO: 9.3361 eV
* lowest unoccupied orbital energy: 0.59 eV
* HOMO level: -0.32139 Eh
* SMILES: CSS.O


Verdict on stability: entry b comes out on top.